Record 1
Molecular formula: C8H26O6V
Method: DFT, ωB97M-V/def2-TZVPD

```
! wB97M-V def2-TZVPD RIJCOSX def2/J DEFGRID3
* xyz 0 4
V -17.31 -32.37 -5.09
O -15.34 -33.01 -4.68
H -14.74 -33.75 -4.44
O -19.11 -31.26 -5.36
H -18.82 -30.42 -5.75
C -18.86 -34.86 -2.39
C -17.66 -33.89 -2.37
O -18.03 -32.63 -3.05
H -18.73 -35.91 -2.12
H -19.24 -34.94 -3.41
H -19.68 -34.47 -1.79
H -16.88 -34.32 -3.00
H -17.35 -33.75 -1.33
H -18.77 -32.15 -2.67
C -14.29 -29.77 -5.59
C -15.71 -29.34 -5.45
O -16.34 -30.32 -4.59
H -13.82 -29.12 -6.33
H -14.30 -30.77 -6.02
H -13.78 -29.79 -4.62
H -16.20 -29.36 -6.42
H -15.81 -28.30 -5.15
H -15.81 -30.66 -3.87
C -17.41 -36.01 -7.32
C -17.60 -35.68 -5.90
O -18.11 -34.37 -5.79
H -18.35 -36.35 -7.75
H -16.79 -36.91 -7.36
H -16.89 -35.23 -7.88
H -16.67 -35.73 -5.33
H -18.34 -36.33 -5.43
H -19.02 -34.43 -6.09
C -17.78 -32.73 -9.23
C -17.28 -31.73 -8.23
O -16.43 -32.41 -7.31
H -18.32 -32.42 -10.13
H -18.30 -33.55 -8.73
H -16.95 -33.24 -9.72
H -18.12 -31.25 -7.72
H -16.64 -30.97 -8.67
H -15.62 -32.66 -7.76
*
```

Computed properties:
Energy = -1715.806476 a.u.
HOMO (spin up / spin down) = -5.91 / -7.97 eV
Relative energy (zero: lowest compared OMol25 entry of this formula, charge and spin) = 0.234 eV
Max |F| = 1.8 eV/Å
Expectation value of S² = 3.75
Kohn-Sham gap (spin up / spin down) = 6.6 / 8.7 eV

=====

Record 2
Molecular formula: C6H12NaO5
Method: DFT, ωB97M-V/def2-TZVPD

```
! wB97M-V def2-TZVPD RIJCOSX def2/J DEFGRID3
* xyz -1 1
Na 0.08 9.27 17.81
C 0.86 6.78 16.18
O -0.36 7.34 16.42
H 1.06 5.73 16.40
H 0.93 6.72 15.10
H 1.67 7.39 16.58
C -0.63 8.09 20.40
O -1.60 8.44 19.51
H 0.39 8.26 20.07
H -0.81 8.59 21.35
H -0.69 7.03 20.62
C 1.36 12.85 22.78
C 0.40 11.96 22.00
C -0.92 12.61 21.52
O -0.86 12.44 20.09
C 0.32 11.91 19.72
O 0.59 11.62 18.53
O 1.12 11.75 20.79
H 1.80 13.73 22.30
H 2.23 12.27 23.11
H 1.04 13.26 23.74
H 0.27 11.01 22.53
H -1.01 13.68 21.69
H -1.81 12.18 21.99
*
```

Computed properties:
Energy = -774.277934 a.u.
HOMO = -2.35 eV
Max |F| = 4.3 eV/Å
Kohn-Sham gap = 4.6 eV

=====

Record 3
Molecular formula: CH4FP
Method: DFT, ωB97M-V/def2-TZVPD

```
! wB97M-V def2-TZVPD RIJCOSX def2/J DEFGRID3
* xyz 0 3
C 0.25 -0.12 0.75
F 1.02 -2.57 0.19
P -0.29 -1.55 -0.01
H -0.57 1.73 -1.33
H 1.11 -0.23 1.33
H -0.29 0.80 0.90
H -1.23 1.95 -1.83
*
```

Computed properties:
Energy = -481.551350 a.u.
HOMO (spin up / spin down) = -6.90 / -10.60 eV
Relative energy (zero: lowest compared OMol25 entry of this formula, charge and spin) = 0.467 eV
Max |F| = 4.9 eV/Å
Expectation value of S² = 2.01
Kohn-Sham gap (spin up / spin down) = 8.0 / 7.9 eV

=====

Record 4
Molecular formula: CH11N3O3
Method: DFT, ωB97M-V/def2-TZVPD

```
! wB97M-V def2-TZVPD RIJCOSX def2/J DEFGRID3
* xyz 0 1
N -1.27 -0.25 -0.52
C -0.67 1.14 -0.48
N -0.51 1.58 0.86
N 0.62 1.08 -1.10
H -0.66 -0.94 -1.05
H -1.24 -0.57 0.46
H -1.22 2.27 1.09
H -1.39 1.80 -0.94
H 0.73 0.24 -1.68
H -0.47 -0.88 3.00
H -0.45 0.77 1.52
O -0.57 -0.61 2.08
H 0.77 -2.34 -2.20
H 1.33 1.28 -0.39
O 0.56 -1.49 -1.79
H 1.10 -0.86 1.06
H 1.46 -1.20 -0.40
O 1.88 -1.00 0.49
*
```

Computed properties:
Energy = -434.407237 a.u.
HOMO = -9.73 eV
Relative energy (zero: lowest compared OMol25 entry of this formula, charge and spin) = 8.531 eV
Max |F| = 3.1 eV/Å
Kohn-Sham gap = 4.5 eV

=====

Record 5
Molecular formula: C27H37CdN4O5S2
Method: DFT, ωB97M-V/def2-TZVPD

```
! wB97M-V def2-TZVPD RIJCOSX def2/J DEFGRID3
* xyz 1 1
Cd -0.16 -0.16 -0.10
C 2.34 0.22 2.43
O 0.93 0.32 2.34
C 0.29 -0.55 3.24
C -1.22 -0.30 3.20
O -1.78 -0.52 1.92
C -2.72 -1.56 1.79
C -2.22 -2.70 0.90
O -2.01 -2.19 -0.40
C -1.99 -3.21 -1.38
H 2.67 0.49 3.44
H 2.67 -0.81 2.22
H 2.75 0.91 1.70
H 0.51 -1.59 2.96
H 0.66 -0.37 4.26
H -1.70 -0.95 3.95
H -1.41 0.74 3.46
H -2.99 -1.97 2.77
H -3.61 -1.14 1.32
H -1.29 -3.13 1.30
H -2.99 -3.48 0.88
H -2.91 -3.82 -1.32
H -1.95 -2.73 -2.35
H -1.12 -3.86 -1.26
C -2.25 1.93 -3.47
C -1.66 1.53 -2.16
N -0.98 0.44 -2.02
N -0.81 -0.39 -3.04
C 0.14 -1.31 -2.88
O 0.95 -1.30 -1.91
C 0.19 -2.33 -3.95
C -0.54 -2.17 -5.12
C -0.51 -3.14 -6.10
C 0.26 -4.28 -5.93
C 0.99 -4.45 -4.76
C 0.96 -3.48 -3.78
C -1.81 2.37 -0.98
C -2.57 3.55 -1.00
C -2.65 4.33 0.14
C -1.99 3.92 1.28
C -1.27 2.73 1.23
N -1.19 1.98 0.15
H -2.05 1.14 -4.19
H -3.33 2.06 -3.38
H -1.82 2.87 -3.82
H -1.13 -1.28 -5.25
H -1.09 -3.01 -7.00
H 0.29 -5.04 -6.70
H 1.58 -5.35 -4.62
H 1.52 -3.61 -2.87
H -3.08 3.85 -1.90
H -3.23 5.24 0.14
H -2.02 4.50 2.19
H -0.73 2.36 2.08
S 2.07 3.28 0.83
C 1.94 4.13 2.25
N 2.38 5.43 2.29
C 2.23 6.24 3.35
C 1.65 5.78 4.50
C 1.23 4.43 4.55
C 1.38 3.63 3.46
H 2.84 5.76 1.45
H 2.59 7.25 3.24
H 1.53 6.43 5.35
H 0.79 4.05 5.45
H 1.08 2.59 3.47
C 2.49 -4.15 0.93
S 1.75 -2.92 -0.25
C 3.34 -2.11 -0.61
O 1.00 -2.03 0.69
H 3.12 -4.83 0.37
H 1.69 -4.72 1.40
H 3.08 -3.65 1.69
H 3.99 -2.85 -1.06
H 3.78 -1.73 0.31
H 3.16 -1.30 -1.30
*
```

Computed properties:
Energy = -2610.152263 a.u.
HOMO = -10.09 eV
Relative energy (zero: lowest compared OMol25 entry of this formula, charge and spin) = 1.367 eV
Max |F| = 2.5 eV/Å
Kohn-Sham gap = 7.5 eV

=====

Record 6
Molecular formula: C23H47Br2NO8Si2
Method: DFT, ωB97M-V/def2-TZVPD

```
! wB97M-V def2-TZVPD RIJCOSX def2/J DEFGRID3
* xyz 0 1
C 2.88 -2.38 5.80
C 1.58 -2.63 5.02
C 1.99 -3.05 3.59
C 0.63 -1.41 5.09
C 0.11 -1.25 6.52
C -0.49 -1.41 4.04
O -1.77 -1.02 4.60
Si -2.94 -2.00 3.97
Br -2.88 -1.70 1.73
O -4.44 -1.58 4.54
Si -5.75 -2.34 3.82
Br -5.26 -4.42 3.07
C -7.16 -2.60 5.05
C -8.40 -2.89 4.53
C -9.43 -3.12 5.42
C -9.17 -3.07 6.76
C -7.89 -2.76 7.16
N -6.87 -2.52 6.35
H 3.60 -3.16 5.53
H 2.74 -2.44 6.88
H 3.35 -1.43 5.51
H 1.09 -3.47 5.54
H 1.21 -2.93 2.83
H 2.89 -2.51 3.29
H 2.27 -4.11 3.59
H 1.26 -0.53 4.88
H -0.67 -1.99 6.75
H 0.91 -1.41 7.25
H -0.24 -0.23 6.70
H -0.59 -2.40 3.57
H -0.26 -0.67 3.27
H -2.60 -3.37 4.37
H -6.20 -1.51 2.69
H -8.59 -2.94 3.47
H -10.43 -3.35 5.05
H -9.94 -3.28 7.49
H -7.69 -2.72 8.23
C 0.91 4.16 -2.74
O 0.80 2.77 -2.47
C 1.74 2.32 -1.52
C 1.14 1.29 -0.58
O 0.22 1.82 0.36
C -1.05 2.25 -0.11
C -1.96 1.14 -0.60
O -1.55 0.67 -1.87
C -1.77 -0.72 -2.05
H 1.81 4.37 -3.32
H 0.03 4.45 -3.32
H 0.91 4.74 -1.81
H 2.13 3.16 -0.92
H 2.58 1.86 -2.06
H 1.95 0.88 0.02
H 0.70 0.46 -1.13
H -0.95 3.03 -0.86
H -1.54 2.71 0.76
H -2.98 1.52 -0.70
H -1.95 0.32 0.14
H -1.37 -1.29 -1.21
H -1.24 -1.02 -2.96
H -2.84 -0.92 -2.18
C 5.42 2.94 -9.23
O 5.39 2.20 -8.03
C 6.05 2.85 -6.96
C 5.31 2.66 -5.65
O 4.10 3.40 -5.54
C 2.98 2.99 -6.32
C 2.39 1.66 -5.90
O 3.21 0.59 -6.34
C 3.21 -0.51 -5.45
H 6.43 2.93 -9.67
H 4.73 2.47 -9.93
H 5.10 3.97 -9.08
H 6.16 3.92 -7.15
H 7.05 2.40 -6.87
H 5.95 3.04 -4.85
H 5.14 1.60 -5.43
H 3.22 3.01 -7.39
H 2.23 3.76 -6.16
H 1.40 1.54 -6.37
H 2.26 1.65 -4.81
H 3.41 -0.18 -4.42
H 4.01 -1.18 -5.75
H 2.26 -1.05 -5.49
*
```

Computed properties:
Energy = -7288.342788 a.u.
HOMO = -9.05 eV
Max |F| = 1.9 eV/Å
Kohn-Sham gap = 9.5 eV

=====

Question: What is the energy in the first record?
Answer: -1715.806476 a.u.

=====

Question: max |F| of number 5 (C27H37CdN4O5S2)?
Answer: 2.5 eV/Å

=====

Question: Which formula does entry 5 have?
Answer: C27H37CdN4O5S2